(1)
Formula: C24H18AsN3S4Tc
Source: the OMol25 dataset
Level of theory: ωB97M-V/def2-TZVPD

Geometry as XYZ:
```
51
Properties=species:S:1:pos:R:3:forces:R:3
Tc -0.6788 -0.8658 0.5031 0.44 0.48 0.30
N -1.0407 0.8671 -0.7564 -0.06 -0.11 0.01
C -1.5244 0.6411 -2.1248 -0.04 -0.06 0.00
C -2.6563 1.2810 -2.5875 -0.02 0.13 0.01
C -3.0365 1.1054 -3.9155 0.01 -0.04 -0.04
C -2.2911 0.2898 -4.7582 0.01 -0.01 0.05
C -1.1685 -0.3769 -4.2755 -0.02 0.10 -0.02
C -0.7755 -0.1953 -2.9555 0.02 -0.06 0.09
C 0.4335 -0.8246 -2.3429 0.01 -0.09 -0.08
C 1.6785 -0.6833 -2.8412 0.16 -0.05 0.05
C 3.0064 -1.0216 -2.3391 -0.03 -0.02 0.02
C 3.4211 -1.5346 -1.1742 -0.07 0.05 0.01
C 2.6057 -2.0303 -0.0056 0.00 -0.01 -0.05
C 0.0310 -1.3507 -1.0807 0.03 0.35 -0.02
H -0.1624 1.3856 -0.8079 0.05 -0.01 0.01
H -1.6952 1.4846 -0.2812 -0.02 0.01 0.01
H -3.2223 1.9481 -1.9456 0.00 -0.01 -0.01
H -3.9098 1.6209 -4.2930 0.01 0.00 0.01
H -2.5817 0.1714 -5.7937 0.00 0.00 0.01
H -0.5878 -1.0174 -4.9280 -0.01 -0.02 0.01
H 1.7035 -0.1614 -3.7936 0.01 0.01 0.01
H 3.7936 -0.7556 -3.0344 -0.02 -0.01 -0.01
H 4.4948 -1.6232 -1.0508 -0.01 -0.01 -0.01
H 3.1459 -2.8636 0.4517 0.01 0.01 0.00
C -2.6134 1.8544 3.3893 -0.01 0.03 0.01
C -2.3733 1.0124 2.3088 0.02 -0.04 -0.03
N -1.1486 0.5747 2.0046 -0.07 -0.08 -0.08
C -0.0966 0.9605 2.7794 -0.06 0.02 -0.06
C -0.2493 1.8205 3.8690 -0.06 0.06 0.06
C -1.5535 2.2664 4.1647 0.05 -0.01 0.00
C 0.9063 2.1973 4.6274 0.00 0.00 0.01
C 2.1261 1.7194 4.2952 0.01 0.00 0.01
C 2.2891 0.8183 3.1917 0.01 0.02 0.01
C 3.5325 0.2710 2.8171 0.02 0.00 0.02
C 3.5840 -0.6115 1.7766 0.02 -0.02 0.00
C 2.4224 -0.9850 1.0746 -0.08 0.01 0.02
N 1.2335 -0.4495 1.3910 0.14 0.13 0.03
C 1.1814 0.4367 2.4415 0.02 -0.04 -0.08
H -3.6241 2.1734 3.6009 0.01 0.00 0.00
H -3.1867 0.6753 1.6764 0.01 -0.01 0.01
H -1.7137 2.9305 5.0058 0.00 -0.01 -0.01
H 0.7822 2.8663 5.4691 0.00 -0.01 -0.01
H 3.0025 2.0004 4.8651 -0.01 0.00 -0.01
H 4.4296 0.5358 3.3637 0.00 0.00 -0.01
H 4.5237 -1.0650 1.4917 0.00 0.01 0.00
H 1.6672 -2.4637 -0.3426 0.06 0.04 0.07
S -4.3231 -4.2296 -2.4812 -0.03 -0.08 0.06
As -3.8251 -2.1203 -2.4280 0.05 0.04 -0.04
S -0.7404 -2.9304 -0.5240 -0.24 -0.57 -0.30
S -2.6369 -2.1948 -0.2081 -0.36 -0.19 0.00
S -2.5787 -3.5540 -3.4893 0.03 0.07 -0.02
```
Positions in Å, forces in eV/Å.

For the orbital gap, the calculation gives 6.11 eV. As for the largest force on an atom: 0.71 eV/Å. The LUMO energy comes out at -10.8 eV. The calculation puts the calculated total energy at -136002.13452 eV. The HOMO energy comes out at -16.96 eV. The total charge is +3.

=====

(2)
Formula: C20H34N2O8P2
Source: the OMol25 dataset
Level of theory: ωB97M-V/def2-TZVPD

Geometry as XYZ:
```
66
Properties=species:S:1:pos:R:3:forces:R:3
C 5.9690 2.2301 0.8948 -0.36 0.14 -0.80
C 5.5137 0.7684 0.3432 0.23 0.59 -0.89
P 3.8837 0.1638 1.1078 0.30 0.14 0.70
C 2.6938 1.6801 1.0155 -0.75 -1.01 -1.90
C 2.6404 2.1137 -0.5451 0.05 1.12 -0.14
C 3.0373 -1.1019 -0.0572 -1.24 -0.28 -0.37
C 1.8103 -1.8599 0.5518 0.67 -1.37 -4.46
C 1.0385 -2.8821 -0.3661 3.12 3.18 0.61
C -0.2304 -3.6103 0.2576 -2.01 -3.14 -0.71
O -0.6937 -4.6630 -0.2305 2.27 4.14 1.29
O -0.8427 -3.0857 1.4316 1.20 -0.06 -2.41
C -1.9556 -2.1905 1.1152 -0.96 1.64 0.12
C -1.4786 -0.6708 1.3455 0.35 0.13 0.80
C -2.3519 0.1612 2.4033 0.09 1.11 0.47
C -1.5448 1.5491 2.6718 0.67 -0.88 -0.29
C -3.8696 0.4453 1.9583 -0.42 -0.23 -0.55
C -4.1228 0.4678 0.3712 -1.54 0.70 0.34
C -5.7402 0.5117 0.1771 -0.55 -0.03 -2.38
C -6.4013 0.4344 -1.0781 0.87 0.10 2.18
C -5.6955 0.9335 -2.4452 -0.70 -0.73 1.45
C -7.9242 -0.1426 -1.0461 0.84 1.02 0.28
C 1.5821 -3.0504 -1.8209 1.76 2.79 1.37
P 0.7374 -4.2010 -3.0534 -0.04 -5.04 -1.86
O 1.0497 -5.6945 -2.8027 -0.88 5.05 -0.55
O -0.9582 -3.9449 -3.1728 3.60 1.66 0.81
O 1.3715 -3.7901 -4.6107 -1.22 1.04 3.08
C 2.8402 -2.2443 -2.2923 -1.92 -0.27 2.52
N 3.5247 -1.2990 -1.4038 -4.15 -3.17 1.06
H 6.8049 2.6089 0.1889 -1.18 -0.61 1.56
H 6.3387 2.1921 1.9782 -0.57 0.15 -1.71
H 5.1037 2.9841 0.7563 1.48 -1.19 0.49
H 5.3500 0.9075 -0.7946 0.54 -0.35 1.57
H 6.3666 0.0281 0.5642 -1.53 0.90 -0.49
H 3.0179 2.5203 1.7158 -0.40 -1.42 -0.93
H 1.6556 1.2549 1.2715 1.58 0.80 0.06
H 1.5583 2.1886 -0.9536 1.78 0.05 0.85
H 3.1885 1.3990 -1.2517 -0.72 0.92 1.11
H 3.1802 3.1339 -0.6506 -1.09 -1.66 -0.03
H 1.5043 -1.6603 1.6345 0.62 -0.37 -1.85
H -2.3364 -2.3453 0.0433 0.57 -0.03 1.60
H -2.8195 -2.4001 1.8549 1.56 0.01 -1.25
H -0.4083 -0.7316 1.7891 -1.80 0.09 -0.67
H -1.3838 -0.0429 0.3931 -0.27 -1.04 1.11
H -2.4032 -0.3692 3.4296 0.27 0.56 -1.72
H -1.3887 2.1444 1.6903 -0.54 -0.81 1.64
H -0.4849 1.2447 3.0161 -1.56 0.58 -0.40
H -2.0024 2.1806 3.5047 0.48 -0.81 -1.36
H -4.2806 1.4469 2.3680 0.94 -1.57 -0.48
H -4.5777 -0.3646 2.3879 1.23 1.18 -0.66
H -3.7799 -0.5025 -0.1254 -0.29 1.40 0.65
H -3.6303 1.3854 -0.1391 -0.62 -1.58 0.89
H -6.4000 0.5706 1.1219 1.24 -0.69 -1.48
H -4.5669 1.0531 -2.2409 -1.85 -0.19 -0.58
H -6.1671 1.9623 -2.6745 0.82 -1.69 0.14
H -5.9233 0.1731 -3.2693 0.52 1.29 0.95
H -7.9077 -1.1423 -0.4885 -0.07 1.38 -1.09
H -8.5490 0.5774 -0.4048 0.71 -1.04 -1.09
H -8.3782 -0.2380 -2.0951 0.68 0.11 1.64
H -1.0846 -2.9783 -2.9740 -0.34 -1.10 -0.35
H 1.2122 -2.8297 -4.7920 0.04 -1.04 -0.07
H 3.2663 -2.3168 -3.3507 -0.77 -0.09 1.78
H 4.3395 -0.7834 -1.7650 -0.51 -0.21 0.49
N 7.9263 4.9310 1.8866 0.15 0.23 0.43
O 6.9393 5.4016 1.2856 -0.40 -0.06 -0.26
O 8.5981 4.0193 1.3620 0.08 -0.38 -0.24
O 8.2393 5.3687 3.0075 -0.03 -0.05 -0.03
```
Positions in Å, forces in eV/Å.

For the orbital gap, the calculation gives 2.32 eV. As for the largest force on an atom: 5.37 eV/Å. The LUMO energy comes out at -4.0 eV. The calculation puts the calculated total energy at -59216.04542 eV. The HOMO energy comes out at -6.33 eV. The total charge is 0.

=====

(3)
Formula: C3H5O2P
Source: the OMol25 dataset
Level of theory: ωB97M-V/def2-TZVPD

Geometry as XYZ:
```
11
Properties=species:S:1:pos:R:3:forces:R:3
C 0.4827 -0.1319 0.0366 0.15 -1.32 0.97
C -1.4958 -0.6411 0.5444 -6.25 -0.26 -3.15
C -0.2561 0.7103 -0.6582 -4.34 -0.95 1.59
O -0.3451 -0.8087 1.0291 8.29 0.54 0.33
O -1.5420 0.6445 -0.0512 -0.16 0.84 -0.76
P 2.0193 0.6544 0.2702 3.52 -0.82 0.10
H -2.1081 -0.7472 1.4390 -1.39 0.11 -0.78
H -1.7226 -1.2963 -0.4216 0.13 0.21 2.02
H -0.2613 1.4497 -1.4123 0.92 0.44 -0.53
H 3.1033 -0.3823 0.3749 -1.20 0.56 -0.02
H 2.1258 0.5486 -1.1507 0.32 0.64 0.23
```
Positions in Å, forces in eV/Å.

For the orbital gap, the calculation gives 9.45 eV. As for the largest force on an atom: 8.32 eV/Å. The LUMO energy comes out at 0.9 eV. The calculation puts the calculated total energy at -16571.60969 eV. The HOMO energy comes out at -8.53 eV. The total charge is 0.

=====

(4)
Formula: C12H16N4NiO4
Source: the OMol25 dataset
Level of theory: ωB97M-V/def2-TZVPD

Geometry as XYZ:
```
37
Properties=species:S:1:pos:R:3:forces:R:3
Ni 0.1666 -0.6245 -3.4549 -0.93 -2.63 0.81
O -0.4127 2.9324 -3.2101 -0.26 -3.16 -0.67
C -0.4934 1.8023 -3.6392 0.55 3.87 -0.29
C 0.1847 -1.6808 -2.0520 -0.26 -4.81 5.42
O 0.3154 -2.5433 -1.2847 -0.49 3.14 -2.86
C 1.8672 -0.4579 -2.9937 6.46 1.29 1.00
O 2.9098 -0.2919 -2.5125 -4.02 -0.66 -1.70
C -1.0667 0.6425 -2.7062 -3.58 0.20 2.34
O -1.9229 0.6752 -1.8798 2.67 -0.18 -2.25
C -0.1324 1.2925 -5.0089 0.04 1.18 -2.04
H -0.9478 1.6059 -5.6932 0.17 0.20 0.37
H 0.7438 1.8524 -5.3806 -0.35 0.09 0.42
C 0.0778 -0.1974 -5.1897 0.20 1.52 -1.46
H 0.9976 -0.4378 -5.7454 -0.46 0.17 0.14
H -0.8050 -0.6820 -5.6474 0.28 -0.26 0.53
C -0.1446 1.2907 1.7064 -0.12 1.70 -0.68
N -0.0269 -0.0412 1.0674 -0.14 -0.22 3.77
C -1.1929 -0.8551 1.4786 -1.07 -0.56 -0.52
N -1.2637 -1.0203 2.9625 1.50 0.85 -0.33
C -1.3399 0.3366 3.5713 -0.23 0.09 -0.43
N -0.1850 1.1930 3.1959 0.25 -2.08 -0.80
C 1.0551 0.5073 3.6449 0.23 0.12 -0.33
N 1.2038 -0.8476 3.0455 -1.37 0.61 -0.36
C 1.2093 -0.6883 1.5601 0.97 -0.36 -0.24
C 0.0062 -1.6491 3.4157 0.02 -0.07 -0.34
H -1.0742 1.7643 1.3578 0.34 -0.11 0.13
H 0.7266 1.8979 1.4191 -0.33 -0.17 0.11
H -1.1112 -1.8506 1.0182 -0.05 0.29 0.20
H -2.1095 -0.3528 1.1334 0.31 -0.20 0.12
H -1.3491 0.2237 4.6652 -0.10 0.09 -0.35
H -2.2636 0.8217 3.2261 0.24 -0.12 0.23
H 1.9208 1.1160 3.3468 -0.25 -0.16 0.25
H 1.0182 0.3973 4.7381 0.11 0.11 -0.34
H 1.2957 -1.6844 1.1015 -0.01 0.30 0.19
H 2.0736 -0.0651 1.2802 -0.31 -0.23 0.08
H -0.0223 -1.7392 4.5111 0.01 -0.12 -0.37
H 0.0917 -2.6424 2.9527 -0.03 0.25 0.28
```
Positions in Å, forces in eV/Å.

For the orbital gap (spin up / spin down), the calculation gives 7.00 / 5.38 eV. As for the largest force on an atom: 7.25 eV/Å. The spin multiplicity is 3. The LUMO energy (spin up / spin down) comes out at -9.3 / -10.6 eV. The calculation puts the calculated total energy at -67873.58175 eV. As for the expectation value of S²: 2.070. The HOMO energy (spin up / spin down) comes out at -16.25 / -15.97 eV. The total charge is +2.

=====

(5)
Formula: C32H84As2F12N5O5
Source: the OMol25 dataset
Level of theory: ωB97M-V/def2-TZVPD

Geometry as XYZ:
```
140
Properties=species:S:1:pos:R:3:forces:R:3
C 6.3607 0.6389 0.7540 -0.89 -0.11 -1.80
C 5.0846 1.4465 1.0354 0.76 -0.56 1.62
N 4.9799 1.9446 2.4886 -0.75 2.29 0.52
C 5.9059 3.2153 2.5763 -0.46 -1.83 -0.12
C 3.5201 2.4630 2.6042 -0.19 -0.47 1.54
C 3.2373 3.0959 4.0037 0.03 -1.01 -1.50
C 5.4592 0.9756 3.6253 -1.35 0.16 -1.10
C 4.5958 -0.2645 3.7313 0.28 -0.43 -0.90
O 4.8091 -0.9902 2.5487 0.06 -0.72 -0.42
C 4.5900 -2.4186 2.5515 0.44 1.01 0.14
H 7.3121 0.8673 1.2344 -0.34 0.17 0.26
H 6.4934 0.8623 -0.3046 0.56 0.00 -0.16
H 6.1505 -0.4304 0.7313 0.20 0.20 0.60
H 4.1761 0.8545 0.9245 0.26 -0.11 -0.45
H 5.0449 2.3536 0.4323 -0.10 -0.07 0.08
H 5.4522 3.9993 1.9700 0.36 -0.24 -0.23
H 6.8135 2.7409 2.2031 0.33 1.08 -0.09
H 6.0440 3.5935 3.5892 -0.11 -0.42 -0.03
H 2.8257 1.6261 2.5290 0.34 -0.38 -0.20
H 3.2259 3.0820 1.7566 0.87 0.25 -0.05
H 2.2842 3.6238 3.9720 0.27 0.27 -0.04
H 4.0666 3.7316 4.3140 -0.42 -0.05 0.39
H 3.0520 2.2093 4.6100 0.40 0.45 0.76
H 5.3957 1.4984 4.5796 0.41 0.31 -0.29
H 6.4527 0.6468 3.3203 0.05 0.37 0.34
H 3.5345 -0.0240 3.7937 -0.27 0.13 0.45
H 4.9278 -0.8219 4.6071 -0.07 -0.05 0.25
H 4.9461 -2.7972 1.5934 -0.28 0.17 -0.05
H 3.5266 -2.6261 2.6713 0.08 -0.27 0.02
H 5.2310 -2.8762 3.3051 -0.29 -0.13 0.31
C -0.5325 -3.8414 -2.9682 -0.25 0.98 0.69
C -1.9558 -4.0557 -2.5156 -1.71 -1.46 -0.39
N -3.0510 -2.9440 -2.8283 0.75 -0.54 -0.38
C -4.3652 -3.4678 -2.2304 0.61 0.95 0.17
C -2.4895 -1.6402 -2.2210 -2.63 0.88 -0.73
C -3.5369 -0.4588 -2.2470 0.96 -0.21 0.39
C -3.1877 -2.6965 -4.3344 -0.25 -0.98 -1.50
C -4.1027 -3.6849 -5.1705 -0.10 1.17 1.21
O -3.7673 -4.9411 -4.7863 1.32 -2.34 0.96
C -4.4964 -6.0565 -5.2857 0.49 -0.13 -0.11
H 0.1251 -4.6724 -2.7128 -0.48 -0.41 -0.20
H -0.1443 -3.0415 -2.3377 0.35 0.44 -0.52
H -0.4581 -3.6213 -4.0331 0.21 0.07 0.16
H -2.0675 -4.3240 -1.4651 0.28 0.96 0.44
H -2.3987 -4.9696 -2.9117 0.09 0.23 -0.80
H -4.1189 -3.6206 -1.1797 -0.39 -0.35 -0.06
H -4.7418 -4.3429 -2.7600 0.81 -0.19 0.20
H -5.1937 -2.7636 -2.3070 0.46 0.52 -0.05
H -1.6779 -1.3021 -2.8652 0.28 -0.49 0.23
H -2.2114 -1.8060 -1.1802 0.24 -0.28 -0.28
H -4.3326 -0.5289 -1.5054 0.01 -0.28 -0.02
H -3.9692 -0.1639 -3.2032 0.11 -0.51 -0.10
H -2.9248 0.4007 -1.9736 0.00 0.15 0.14
H -2.2018 -2.7945 -4.7889 0.08 0.14 0.34
H -3.5022 -1.6762 -4.5540 -0.05 -0.09 0.43
H -3.9197 -3.5238 -6.2329 -0.07 0.46 -0.09
H -5.1592 -3.6011 -4.9156 -0.40 0.88 -0.35
H -4.0311 -6.4349 -6.1958 -0.29 0.31 -0.37
H -5.5530 -5.8221 -5.4154 -0.04 -0.02 -0.11
H -4.3692 -6.8786 -4.5814 -0.19 0.21 0.27
C -3.1959 2.4235 0.6181 -0.42 0.77 0.03
C -3.2633 1.8401 2.0566 0.31 0.59 -0.39
N -3.3571 2.8677 3.2662 0.27 -0.53 0.51
C -3.4473 1.9369 4.5792 -0.31 1.14 -1.03
C -2.0880 3.7844 3.3149 0.10 -1.08 0.02
C -0.7840 2.9619 3.3030 0.01 1.29 -0.39
C -4.5480 3.8521 3.1095 -0.35 -1.42 -0.13
C -5.8286 3.1306 2.6466 -0.86 -0.05 0.08
O -6.0995 1.9110 3.3541 0.88 0.02 -0.24
C -7.0655 1.0221 2.7475 0.34 0.89 0.14
H -2.2436 2.9119 0.4112 -0.01 0.03 0.24
H -3.9832 3.1103 0.3076 -0.12 0.40 0.72
H -3.3209 1.7261 -0.2102 0.28 -0.88 0.67
H -2.3147 1.3192 2.1870 -0.12 0.01 0.37
H -4.0514 1.1052 2.2203 -0.17 0.43 -0.08
H -2.4565 1.5655 4.8409 -0.14 0.11 -0.36
H -4.1652 1.1411 4.3808 0.27 0.18 -0.21
H -3.8512 2.5033 5.4184 0.14 0.33 -0.26
H -2.1534 4.4663 4.1627 -0.29 -0.42 0.29
H -2.1290 4.4449 2.4487 -0.09 -0.32 -0.19
H -0.6181 2.3416 4.1838 -0.29 -0.36 -0.38
H 0.0617 3.6493 3.3204 -0.15 0.46 0.20
H -0.6454 2.5119 2.3200 -0.14 -0.67 0.41
H -4.2353 4.4650 2.2642 -0.15 0.31 0.30
H -4.7084 4.4524 4.0051 0.50 -0.25 0.12
H -5.7180 3.1505 1.5624 -0.06 -1.53 -0.34
H -6.7480 3.7114 2.7202 0.27 0.81 0.57
H -6.6048 0.6538 1.8309 -0.54 -0.08 -0.29
H -8.0024 1.5653 2.6233 -0.01 -0.03 -0.55
H -7.3077 0.1909 3.4097 0.51 0.16 0.21
C 0.2423 -3.8463 5.1702 0.31 0.01 2.53
C 1.2144 -3.5317 4.0816 -1.74 -2.14 -2.98
C 1.0199 -4.5867 2.9463 1.88 -0.97 0.24
O 1.7781 -4.3309 1.7670 -1.04 1.79 2.81
C 1.4494 -5.1147 0.6966 1.43 -0.66 -2.24
N 0.6580 -2.2701 3.4820 -0.01 0.88 0.80
H 0.6132 -1.6764 4.2978 -0.07 1.07 -0.09
H 1.0929 -1.8050 2.6980 1.20 0.10 -0.44
H -0.2930 -2.3431 3.1498 -0.63 -0.69 0.04
H -0.8356 -3.9086 5.0207 0.09 0.56 -0.83
H 0.4975 -3.0874 5.9099 -0.77 0.30 0.49
H 0.3916 -4.7410 5.7747 0.75 -0.35 -0.54
H 2.2146 -3.3406 4.4705 -0.03 -0.15 -0.42
H -0.0409 -4.7623 2.7670 -0.34 0.53 -0.24
H 1.3811 -5.5593 3.2804 -0.06 -0.12 0.63
H 0.5230 -4.8863 0.1696 -0.26 0.21 0.30
H 1.5591 -6.1917 0.8243 -0.31 -0.15 0.61
H 2.3003 -4.8557 0.0665 -0.39 -0.26 -0.88
C 3.0058 3.9660 -1.9636 0.77 1.52 -2.22
C 2.1060 3.7048 -3.2034 -2.58 -0.55 1.59
C 2.5465 3.9963 -4.6204 0.87 -0.52 0.45
O 1.5337 3.7074 -5.5501 1.40 0.60 -0.11
C 2.1200 3.9121 -6.8702 -1.21 -1.06 -0.70
N 1.6697 2.2308 -3.0988 0.77 -0.62 -0.20
H 2.1858 1.6058 -3.7014 0.47 -0.18 -0.87
H 1.8468 1.8585 -2.1768 0.06 0.05 0.67
H 0.7184 1.9462 -3.2832 -0.80 0.49 -0.59
H 3.1039 5.0515 -1.9516 -0.18 0.19 0.37
H 4.0239 3.6991 -2.2471 0.15 -0.63 0.44
H 2.7090 3.6385 -0.9673 -0.32 -0.36 -0.47
H 1.1359 4.1815 -3.0627 0.06 0.42 0.17
H 3.4202 3.3484 -4.6918 0.37 -0.45 -0.87
H 2.9583 4.9918 -4.7861 -0.23 0.38 0.50
H 2.9515 3.2346 -7.0643 0.27 0.09 0.45
H 2.3741 4.9381 -7.1364 0.05 0.17 0.64
H 1.3653 3.5824 -7.5843 -0.17 0.12 0.18
As 0.5564 -0.0441 0.1650 0.86 -0.54 -2.33
F 0.7003 -0.5809 -1.5915 -0.37 0.77 2.69
F -0.7525 1.1101 -0.2185 0.76 -1.58 0.78
F 0.5105 0.4283 1.9443 -0.01 -0.46 -1.90
F 1.9592 -1.1099 0.6232 -1.50 1.52 -0.31
F 1.5979 1.3565 -0.3696 -0.16 -1.28 1.42
F -0.5274 -1.4329 0.4474 0.64 1.41 0.31
As 0.3218 -0.2701 -6.1254 -1.85 -1.54 -3.92
F 1.3657 -1.5825 -5.6274 -0.58 0.47 0.29
F -0.0240 0.0341 -4.3806 -0.16 0.30 -0.94
F -0.8802 1.0331 -6.7757 2.25 -1.90 1.66
F 0.7736 -0.7264 -7.8609 -0.86 1.03 2.56
F -1.0982 -1.4456 -6.2421 1.53 1.38 0.68
F 1.6656 0.8126 -6.0505 -0.33 0.38 0.33
```
Positions in Å, forces in eV/Å.

For the orbital gap, the calculation gives 7.81 eV. As for the largest force on an atom: 4.60 eV/Å. The LUMO energy comes out at -7.2 eV. The calculation puts the calculated total energy at -206498.40116 eV. The HOMO energy comes out at -15.04 eV. The total charge is +3.